Entry 1:
Density functional theory data (the ωB97M-V functional and the def2-TZVPD basis) for a cluster of 2 separate species, C34H45N6 in total at a distorted geometry.

XYZ file:
```
85
Properties=species:S:1:pos:R:3:forces:R:3
C 5.01563 -2.26539 2.28943 -0.2 0.4 0.4
N 4.91729 -0.84199 2.60152 -1.4 1.0 0.3
C 6.18364 -0.10535 2.44217 -0.4 0.1 -0.1
C 6.05182 1.34258 2.90051 -0.2 0.0 0.2
C 4.83926 2.00007 2.21926 0.5 0.2 -0.2
C 3.58161 1.20366 2.42772 -0.1 0.6 0.2
C 3.68643 -0.17736 2.72917 1.9 -0.9 -0.7
C 2.52426 -0.86324 3.11751 -0.3 -0.2 0.1
C 1.30200 -0.25952 3.06208 0.3 0.0 0.2
C 1.14982 1.06203 2.58325 -0.6 0.2 0.0
C -0.11955 1.67237 2.40786 -0.1 -1.0 0.0
C -1.38399 1.02828 2.37980 0.7 0.3 -0.1
C -2.57885 1.78339 2.45291 -0.4 -0.7 0.0
C -3.82152 1.18452 2.46478 0.2 0.7 0.0
C -3.92511 -0.22635 2.39101 -2.0 -0.9 0.2
N -5.17462 -0.85588 2.42601 1.2 0.8 0.5
C -5.35367 -2.29724 2.28011 0.3 0.4 -0.1
C -6.43524 -0.09485 2.48138 0.3 0.2 -0.2
C -6.26172 1.27669 3.12335 0.2 0.0 0.2
C -5.07413 2.01646 2.49118 -0.4 0.2 0.0
C -2.74566 -0.97172 2.24635 0.3 -0.3 0.0
C -1.52379 -0.36736 2.22230 -0.2 0.0 -0.1
C 2.33732 1.78848 2.32588 0.3 -0.6 0.3
H 4.03683 -2.73546 2.24682 0.0 0.1 0.0
H 5.48406 -2.38515 1.31518 0.1 0.0 -0.1
H 5.62330 -2.76764 3.03859 0.1 -0.1 0.0
H 6.96117 -0.64027 2.99733 -0.1 0.1 0.0
H 6.46662 -0.14647 1.38672 0.1 0.1 -0.1
H 5.91675 1.35748 3.98854 -0.1 0.0 -0.1
H 6.97924 1.90053 2.71221 -0.3 -0.2 -0.2
H 4.70302 3.02652 2.58037 0.0 -0.2 0.0
H 5.02565 2.08078 1.14332 0.1 0.0 0.0
H 2.59771 -1.86000 3.51524 0.0 -0.2 0.1
H 0.45078 -0.77256 3.47075 0.0 -0.1 0.1
H -0.12478 2.74158 2.27865 0.0 0.3 -0.1
H -2.50281 2.85609 2.49519 -0.1 0.3 0.1
H -4.50193 -2.85496 2.65850 0.0 0.0 0.0
H -6.22507 -2.61921 2.84417 -0.1 0.1 0.0
H -5.50569 -2.53854 1.23099 0.0 -0.2 -0.2
H -6.80357 0.00493 1.45645 -0.1 0.1 -0.1
H -7.17578 -0.69165 3.02240 0.2 0.1 0.0
H -7.18866 1.86002 3.03241 0.3 -0.2 -0.2
H -6.09746 1.15845 4.20075 0.1 -0.1 -0.1
H -4.88768 2.96701 3.00502 0.0 -0.2 0.0
H -5.33116 2.28217 1.45913 0.0 0.0 0.0
H -2.79042 -2.03802 2.12608 0.0 -0.1 -0.1
H -0.65849 -0.96311 1.99867 0.0 -0.1 -0.1
H 2.25404 2.82085 2.03461 0.1 0.3 -0.1
C 1.64247 3.97254 -4.32096 -0.2 0.2 -0.1
C 2.39143 2.74660 -3.84149 -0.3 -0.8 0.3
N 1.66732 1.48116 -4.06483 -0.5 0.1 -0.5
C 2.30811 0.53159 -4.99135 -0.2 0.2 0.9
C 1.31824 -0.49368 -5.51860 -0.7 -0.1 0.5
N 0.54028 -1.07734 -4.41910 -0.2 0.3 0.5
C 0.14968 -2.49102 -4.46790 0.5 0.7 0.3
C -1.22039 -2.69523 -3.84277 -0.3 0.7 0.4
N -1.33594 -2.01750 -2.53975 0.5 -0.4 0.3
C -2.37947 -2.52888 -1.63246 0.3 0.7 -0.7
C -1.82754 -3.23396 -0.41253 0.2 -0.2 0.2
C -0.73588 -0.74626 -2.35978 -0.8 -0.8 -0.3
C -1.04216 0.09516 -1.29088 -0.4 -0.6 0.3
N -0.58561 1.32513 -1.12893 0.2 -0.2 -0.1
C 0.24931 1.75160 -2.06077 0.5 0.7 -0.3
C 0.68293 1.01050 -3.15912 1.2 0.3 -0.5
C 0.16227 -0.27498 -3.31960 0.4 -0.9 -1.3
H 2.19657 4.88834 -4.10384 0.0 -0.1 0.0
H 1.47078 3.93770 -5.39744 0.1 -0.1 0.0
H 0.66408 4.05726 -3.84707 0.0 0.0 0.0
H 3.36220 2.67066 -4.34121 -0.2 0.0 0.0
H 2.62464 2.81477 -2.77498 0.0 0.2 0.1
H 2.77172 1.09071 -5.80956 -0.2 -0.1 0.0
H 3.11312 0.03021 -4.44576 0.2 -0.3 -0.1
H 0.61953 -0.02618 -6.21802 0.1 0.2 -0.2
H 1.82564 -1.29664 -6.06066 0.1 0.1 0.2
H 0.16683 -2.82498 -5.50911 -0.2 0.1 0.1
H 0.90576 -3.07249 -3.93325 -0.1 -0.2 0.1
H -1.99510 -2.28480 -4.49677 0.0 -0.1 -0.3
H -1.43987 -3.75879 -3.71127 0.2 0.1 0.0
H -3.02400 -1.69168 -1.35041 0.0 0.0 0.2
H -3.02392 -3.20080 -2.20716 0.2 0.0 0.0
H -2.62683 -3.55759 0.25724 -0.1 0.0 0.0
H -1.25205 -4.11769 -0.68908 0.0 0.0 -0.1
H -1.15715 -2.58621 0.15226 0.0 0.1 0.0
H -1.68979 -0.26250 -0.50934 -0.3 -0.1 0.2
H 0.60585 2.75954 -1.93739 0.1 0.3 0.0
```
Positions in Å, forces in eV/Å.

Electronic energy in eV: -44923.2253
Orbital gap in eV: 4.84
Highest occupied orbital energy in eV: -8.865
ΔE to the lowest compared entry with this formula, charge and spin in eV: 0.8911
Net charge: +1

***

Entry 2:
Density functional theory data (the ωB97M-V functional and the def2-TZVPD basis) for a structure of composition C34H45N8NaP.

XYZ file:
```
89
Properties=species:S:1:pos:R:3:forces:R:3
Na 0.34006 0.77788 -0.23967 -0.5 -0.3 0.4
C 1.88378 0.30120 -2.91114 -0.1 0.0 0.3
C 2.69660 -0.59136 -1.98187 -0.2 0.1 0.1
N 1.85092 -1.18636 -0.93336 0.3 0.0 0.0
C 2.62127 -1.62835 0.22301 -0.1 0.2 0.0
C 2.89555 -0.49262 1.19699 -0.1 0.1 -0.1
C 3.62494 -0.72777 2.35414 0.0 0.0 0.0
C 3.81472 0.31839 3.24210 0.0 0.0 0.0
C 3.27251 1.56050 2.94895 0.0 0.0 0.0
C 2.56411 1.71543 1.76295 0.0 0.0 -0.1
C 1.96151 3.07192 1.41001 -0.1 -0.2 -0.1
N 1.01775 3.05356 0.28930 0.3 0.2 0.0
C 1.55323 3.55606 -0.98946 -0.1 -0.2 0.1
C 2.24873 2.46824 -1.79997 -0.1 -0.1 0.0
N 1.28622 1.43187 -2.18820 0.5 0.2 -0.6
N 2.38547 0.70795 0.90730 0.4 0.0 0.3
H 1.06340 -0.28538 -3.33468 0.0 0.0 0.0
H 2.52107 0.62534 -3.74298 0.0 0.0 0.0
H 3.46963 0.00015 -1.48818 0.0 0.0 0.0
H 3.21560 -1.35350 -2.57279 0.0 0.0 0.0
H 1.34484 -1.97117 -1.32297 0.0 0.0 0.0
H 3.57947 -2.08263 -0.05728 0.1 0.0 0.0
H 2.05508 -2.39440 0.75610 0.0 0.0 0.0
H 4.03189 -1.71346 2.55317 0.0 0.1 0.0
H 4.37715 0.16563 4.15644 0.0 0.0 0.0
H 3.40209 2.40091 3.62267 0.0 -0.1 0.0
H 2.78508 3.76838 1.21933 0.1 0.1 0.0
H 1.45102 3.44279 2.30076 0.0 0.0 0.0
H 0.20180 3.59518 0.53361 0.0 0.0 0.0
H 2.25501 4.38152 -0.83104 0.0 0.1 0.0
H 0.71354 3.95040 -1.56769 0.0 0.0 0.0
H 3.02328 2.01960 -1.17548 0.0 0.0 -0.1
H 2.74717 2.91852 -2.66899 0.0 0.0 0.0
H 0.59551 1.85920 -2.80016 0.0 -0.1 0.1
C -2.12911 -3.63787 -2.66971 0.0 0.0 0.0
C -2.94447 -2.53427 -1.97975 0.0 0.1 0.0
C -4.04226 -2.01622 -2.92205 0.1 0.0 0.0
C -3.56428 -3.05237 -0.67392 0.0 0.0 0.0
C -2.02698 -1.41411 -1.66056 0.0 0.1 0.0
N -1.31711 -0.53989 -1.42006 -0.3 -0.4 0.0
H -2.79932 -4.44989 -2.95606 0.0 0.0 0.0
H -1.36834 -4.04073 -1.99857 0.0 0.0 0.0
H -1.63856 -3.26191 -3.56912 0.0 0.0 0.0
H -4.66759 -2.85595 -3.22951 0.0 0.0 0.0
H -3.61228 -1.56107 -3.81579 0.0 0.0 0.0
H -4.67740 -1.28286 -2.42208 0.0 0.0 0.0
H -4.31750 -3.80394 -0.91560 0.0 0.0 0.0
H -4.04582 -2.24720 -0.11673 0.0 0.0 0.0
H -2.81168 -3.51625 -0.03380 0.0 0.0 0.0
C -2.73293 4.47233 -1.72500 0.0 -0.1 0.0
P -2.20755 2.69895 -1.69227 -0.1 0.2 -0.1
C -3.84338 1.91654 -1.39295 0.1 0.1 0.0
C -1.97209 2.44507 -3.49906 0.1 -0.2 0.0
C -2.68869 1.50596 -4.24105 0.0 0.1 0.0
C -2.38650 1.26451 -5.57799 0.0 0.0 0.1
C -1.35300 1.95025 -6.19841 0.0 0.0 0.1
C -0.63140 2.89319 -5.47611 0.0 0.0 0.0
C -0.93769 3.13214 -4.14337 0.0 0.1 0.0
H -3.57114 4.61787 -2.40701 0.0 0.0 0.0
H -1.90536 5.10678 -2.04562 0.0 0.0 0.0
H -3.02739 4.78575 -0.72141 0.0 0.0 0.0
H -4.63365 2.38913 -1.97824 0.0 0.0 0.0
H -4.07693 2.01414 -0.33126 0.0 0.0 0.0
H -3.80426 0.85265 -1.61988 0.0 0.0 0.0
H -3.51149 0.96869 -3.78659 0.0 0.0 0.0
H -2.97070 0.54429 -6.13952 0.0 0.0 0.0
H -1.11207 1.75516 -7.23588 0.0 0.0 0.0
H 0.16644 3.44974 -5.95329 0.0 0.0 0.0
H -0.36594 3.88200 -3.60281 0.0 0.0 0.0
N 2.34845 -3.81529 9.93162 0.0 0.1 -0.2
C 2.00976 -3.47712 8.88606 0.0 0.0 0.0
C 1.57843 -3.04957 7.57602 0.0 0.0 0.2
C 1.30839 -1.70486 7.33640 0.0 0.0 0.0
C 0.87617 -1.29240 6.09004 0.0 0.1 0.0
C 0.71408 -2.22092 5.06763 0.0 0.1 -0.1
C 0.99640 -3.56025 5.29940 0.1 -0.1 -0.1
C 1.42123 -3.97375 6.54914 0.0 -0.1 0.0
N 0.27367 -1.79939 3.78066 -0.1 0.0 0.2
C -0.25253 -2.59648 2.77927 0.1 0.1 0.0
C -0.54886 -1.75579 1.75414 0.1 0.2 0.1
N -0.21828 -0.45324 2.08775 -0.2 -0.3 -0.1
C 0.25393 -0.52182 3.30473 0.1 0.0 -0.2
H 1.43231 -0.98502 8.13412 0.0 0.0 0.0
H 0.65320 -0.24653 5.92975 0.0 0.0 0.0
H 0.90820 -4.28965 4.50510 0.0 0.0 0.0
H 1.64501 -5.01728 6.72651 0.0 0.0 0.0
H -0.38365 -3.65872 2.88629 0.0 0.1 0.0
H -0.97219 -1.99537 0.79236 0.0 0.0 0.1
H 0.63472 0.31921 3.86314 0.0 -0.1 0.0
```
Positions in Å, forces in eV/Å.

Electronic energy in eV: -61612.0264
Orbital gap in eV: 8.63
Highest occupied orbital energy in eV: -10.642
ΔE to the lowest compared entry with this formula, charge and spin in eV: 0.2901
Net charge: +1